1.
Below is a structure of composition C59H55N4O3PtS3Te, with properties calculated with ωB97M-V/def2-TZVPD.

Each line ends with the Mulliken charge.
Atoms and positions in Å:
H: 3.421 -2.559 -4.026  0.62
C: -4.955 -0.684 0.759  0.65
C: -6.481 -2.301 1.781  -1.16
H: 6.267 1.370 1.264  0.53
H: -0.192 -3.667 0.573  1.09
C: -2.847 1.945 -0.563  0.23
C: -6.999 0.430 -2.511  -0.83
H: 5.826 -2.994 -3.826  0.50
H: -5.514 -0.886 -1.752  0.48
C: -4.423 -3.061 0.660  -1.28
C: -5.766 0.344 1.275  -0.62
C: -6.886 0.052 2.019  -0.83
N: 2.949 2.952 -2.877  -0.20
H: 5.137 -5.512 1.203  0.56
C: 4.281 0.951 0.567  -0.43
H: 0.651 -4.646 -1.701  0.78
H: 2.715 1.986 -3.047  0.06
H: 1.367 7.137 2.374  0.42
C: -0.039 2.650 4.937  -1.01
H: 0.023 3.678 4.584  0.32
H: 3.546 3.424 -3.533  0.25
C: 3.496 0.274 -0.348  0.23
C: 3.978 -2.126 -3.209  -0.41
H: -2.517 4.050 -0.636  0.40
Te: 1.971 -2.489 -0.649  0.23
H: 0.828 3.511 -6.097  0.31
C: -2.841 -1.421 -0.126  -0.15
C: 5.340 -2.347 -3.111  -0.93
N: 0.796 1.767 4.146  0.50
C: -5.335 2.515 -1.719  0.88
H: 4.892 -7.922 0.746  0.46
C: 1.362 6.463 1.523  -1.05
C: -3.210 3.257 -0.875  -0.81
H: -0.263 4.152 -1.328  0.67
H: 1.405 7.060 0.615  0.38
Pt: 1.425 0.673 -0.229  2.73
H: 2.486 1.402 5.313  0.37
C: -0.647 -1.362 3.614  -0.54
H: -0.859 -0.750 4.477  0.75
H: -4.705 -4.091 0.821  0.51
C: -4.971 1.176 -1.413  0.68
C: -5.294 -2.031 1.065  0.95
H: 0.448 -4.453 2.822  0.58
H: 0.136 2.574 2.397  0.43
C: -6.578 2.780 -2.334  -1.09
N: 2.127 2.784 -0.696  0.18
H: -4.731 4.575 -1.593  0.50
H: -6.752 -3.329 1.967  0.50
H: -0.852 4.010 -6.067  0.37
C: 3.307 -1.282 -2.283  -0.46
C: 2.585 4.590 0.468  0.26
H: 0.244 -4.169 5.243  0.46
S: -1.070 -1.111 -0.426  1.10
C: 3.711 -3.473 0.146  -0.83
C: -7.261 -1.275 2.253  -0.71
H: 2.055 0.125 4.149  0.23
H: 3.825 1.589 1.310  0.49
C: 5.673 0.812 0.558  -1.13
C: 0.314 -3.087 5.160  -1.79
H: -8.356 1.958 -3.178  0.43
N: 2.052 3.427 0.462  -0.16
C: 2.461 -6.736 -1.296  -1.00
H: -0.582 0.698 -4.818  0.50
C: 4.385 -5.860 0.512  -1.00
C: -0.182 3.176 -5.863  -1.62
C: 1.662 0.851 4.856  -1.03
S: 3.301 4.998 -1.098  -0.16
H: -7.479 0.853 2.430  0.48
H: -0.438 2.350 -6.520  0.42
C: -7.404 1.751 -2.714  -0.78
C: -3.195 -2.747 0.135  -0.67
C: -0.718 -1.703 1.252  1.34
C: 2.771 3.431 -1.641  -0.34
C: 6.279 -0.053 -0.318  -1.13
C: -0.279 2.781 -4.431  0.90
H: -2.489 -3.524 -0.114  0.46
C: -0.497 1.459 -4.057  -1.47
H: 1.725 -7.081 -2.007  0.56
H: 0.285 2.616 5.974  0.40
H: -0.920 0.079 -2.501  0.49
H: 1.120 0.335 5.647  0.47
C: 3.560 -4.938 -0.122  0.43
H: 4.617 -3.086 -0.320  0.42
C: -0.584 2.083 -1.743  0.82
C: -0.229 -2.993 1.420  -1.24
H: 3.170 -8.704 -0.854  0.45
C: -0.178 3.747 -3.428  -0.99
O: -0.827 3.091 0.656  -0.88
H: -5.481 1.374 1.124  0.47
S: -1.096 1.812 -0.005  1.47
C: -3.762 -0.393 0.008  0.33
C: -5.813 0.145 -1.872  -0.60
C: 2.586 -5.377 -1.029  0.88
H: 7.348 -0.195 -0.291  0.48
C: -0.963 -0.896 2.350  -1.33
H: 2.506 4.933 2.532  0.15
H: -0.020 4.778 -3.704  0.56
H: -1.417 0.077 2.220  0.54
H: -1.085 2.334 4.901  0.33
C: 4.249 -7.211 0.251  -0.69
C: 3.283 -7.649 -0.653  -0.67
H: 7.172 -1.841 -2.131  0.54
C: 5.513 -0.774 -1.256  0.68
C: -0.087 -2.624 3.800  0.60
C: 0.746 1.771 2.832  -0.39
O: -0.560 -2.207 -1.301  -0.77
H: 2.426 -0.752 -2.658  0.28
H: -8.154 -1.488 2.818  0.44
H: -0.305 -2.633 5.930  0.41
C: -4.445 3.553 -1.394  -1.25
O: 1.328 0.937 2.116  -0.61
H: 3.786 -3.276 1.215  0.79
C: -0.665 1.103 -2.729  -0.44
H: -7.629 -0.377 -2.851  0.48
C: 6.104 -1.683 -2.167  -0.50
C: 1.705 -4.364 -1.697  -1.46
H: 0.436 5.892 1.529  0.18
H: 1.352 -2.808 5.352  0.30
C: 4.105 -0.561 -1.296  1.27
C: 2.570 5.523 1.616  -0.53
H: 3.488 6.112 1.626  0.42
C: 0.086 -3.444 2.689  -1.04
C: -0.325 3.403 -2.103  -1.26
H: 2.005 -4.197 -2.737  0.75
H: -6.863 3.808 -2.499  0.50
C: -3.761 0.908 -0.676  0.22

Output
frontier orbital gap (alpha / beta)	3.42 / 3.41	eV
relative energy (zero: lowest compared OMol25 entry of this formula, charge and spin)	0.000	eV
molecular weight	1287.0	g/mol
lowest unoccupied orbital energy (alpha / beta)	-10.183 / -10.189	eV
HOMO level (alpha / beta)	-13.60 / -13.60	eV
total charge	+3



2.
Below is the ion C3F3N2O5S with charge -1, with properties calculated with ωB97M-V/def2-TZVPD.

Each line ends with the Mulliken charge.
Atoms and positions in Å:
S: 1.514 0.836 -0.079  1.18
C: -1.524 0.609 0.019  0.81
N: 0.069 -1.243 -0.960  1.09
C: 0.117 -0.893 1.446  0.18
N: 0.186 -1.308 2.512  -0.54
O: 2.576 -0.030 0.351  -0.61
C: -0.012 -0.366 0.153  0.05
O: 0.816 -2.195 -0.869  -0.62
F: -1.766 1.195 1.185  -0.25
O: 1.143 1.885 0.832  -0.62
F: -1.423 1.526 -0.916  -0.21
F: -2.558 -0.186 -0.248  -0.25
O: -0.584 -0.966 -1.944  -0.60
O: 1.448 1.135 -1.480  -0.61

Output
frontier orbital gap	9.76	eV
relative energy (zero: lowest compared OMol25 entry of this formula, charge and spin)	0.000	eV
molecular weight	233.1	g/mol
lowest unoccupied orbital energy	3.174	eV
HOMO level	-6.58	eV
total charge	-1



3.
Below is an isolated molecule of C5H9NO, with properties calculated with ωB97M-V/def2-TZVPD.

Each line ends with the Mulliken charge.
Atoms and positions in Å:
H: 0.434 -1.455 1.737  0.38
H: -1.318 -1.281 1.506  0.39
H: 0.572 -1.825 -1.055  0.28
H: 2.340 0.083 -1.733  0.20
H: -0.350 -0.627 -2.004  0.29
C: -0.361 -0.748 1.473  -1.58
C: 0.324 -0.762 -1.150  -0.78
C: -0.123 -0.020 0.151  1.72
H: -1.038 1.491 -1.097  0.40
C: 1.281 0.644 0.073  0.05
O: 1.973 1.302 0.809  -0.63
H: -0.398 0.008 2.267  0.34
N: 1.496 0.115 -1.174  -0.15
H: -2.199 0.422 -0.287  0.38
C: -1.252 0.962 -0.162  -1.64
H: -1.382 1.691 0.647  0.36

Output
frontier orbital gap	10.46	eV
relative energy (zero: lowest compared OMol25 entry of this formula, charge and spin)	0.780	eV
molecular weight	99.1	g/mol
lowest unoccupied orbital energy	0.848	eV
HOMO level	-9.61	eV



Question: Which of these has the highest relative energy (zero: lowest compared OMol25 entry of this formula, charge and spin)?
Answer: C5H9NO



Question: What is the molecular weight in the third record?
Answer: 99.1 g/mol